No. 1
The following is a quantum chemistry calculation of a structure of composition C42H86ClI2N7O10 at a distorted geometry, from the OMol25 dataset.

Element x y z (Å)
C  4.80554  0.39888  1.19101
C  4.05259  1.62012  1.60443
O  3.93870  1.99640  2.72766
O  3.43922  2.28863  0.57003
C  2.08776  1.78119  0.39868
C  1.74898  1.53305  -1.06486
C  0.26981  1.81639  -1.33253
C  -0.69758  0.67827  -0.98133
C  -1.89841  0.62223  -1.95947
C  -3.29559  0.81210  -1.39704
C  -3.69319  1.79042  -0.48543
Cl  -2.56503  2.93719  0.15891
C  -5.01043  1.93386  -0.04898
C  -6.04285  1.12014  -0.51371
C  -7.47733  1.32224  -0.07201
I  -8.68009  1.81022  -1.83607
C  -7.68488  2.41745  0.99449
C  -9.13518  2.35253  1.52254
I  -7.28713  4.43257  0.32048
C  -5.64770  0.10475  -1.39653
C  -4.33390  -0.03168  -1.82041
C  -4.27946  -1.18678  -2.77192
O  -3.34247  -1.71790  -3.29095
N  -5.61446  -1.59078  -2.99453
C  -6.45631  -0.97904  -2.03034
O  -7.57374  -1.32678  -1.82226
H  4.09062  -0.27277  0.71951
H  5.27696  -0.04926  2.05459
H  5.52285  0.64883  0.41606
H  1.42883  2.56950  0.74677
H  1.96520  0.87459  0.98653
H  2.32217  2.26100  -1.63699
H  2.06096  0.54441  -1.39390
H  0.17463  2.07226  -2.38503
H  -0.01145  2.71559  -0.79431
H  -0.15452  -0.26062  -1.03431
H  -1.07091  0.79197  0.03154
H  -1.78945  1.32327  -2.78561
H  -1.90033  -0.36183  -2.40282
H  -5.23829  2.73237  0.63229
H  -7.89824  0.39807  0.30558
H  -7.01594  2.18678  1.81716
H  -9.69373  1.55203  1.04987
H  -9.15836  2.24872  2.60153
H  -9.66361  3.26514  1.27890
H  -5.66226  -2.60631  -2.92901
C  -0.71082  0.30469  6.01401
C  -1.62242  0.89434  4.94276
C  -1.72094  0.03021  3.67847
O  -0.60176  0.10725  2.82180
C  0.49705  -0.71887  3.16557
N  -1.18485  2.26188  4.64976
H  0.34309  0.43103  5.76669
H  -0.87957  0.80699  6.96579
H  -0.90517  -0.76060  6.15613
H  -2.63064  0.95009  5.36439
H  -2.56506  0.39495  3.08391
H  -1.93837  -1.01312  3.93242
H  0.17616  -1.67085  3.59944
H  1.18753  -0.21567  3.84668
H  1.03232  -0.92760  2.23781
H  -1.84766  2.69882  4.01478
H  -0.32296  2.20610  4.11283
C  -3.14151  -5.49382  1.60049
C  -2.52025  -4.10125  1.63304
C  -1.03550  -4.07079  1.24237
O  -0.14979  -4.52047  2.24908
C  0.02027  -5.92378  2.32624
N  -2.75169  -3.50499  2.95259
H  -2.83964  -6.09453  2.45814
H  -4.22841  -5.41983  1.62744
H  -2.86284  -6.02949  0.69073
H  -3.04962  -3.49034  0.89475
H  -0.75808  -3.02768  1.06075
H  -0.86064  -4.61676  0.30596
H  -0.02338  -6.38760  1.33674
H  -0.72635  -6.38263  2.97879
H  1.00343  -6.11157  2.75679
H  -2.41750  -2.54735  2.93253
H  -2.12858  -3.96789  3.60987
C  7.14817  -1.27075  -4.56860
C  6.89117  -2.09147  -3.30884
C  5.45739  -1.97050  -2.77318
O  5.18045  -0.76465  -2.08637
C  4.85428  0.34011  -2.91251
N  7.89384  -1.73716  -2.30010
H  7.25388  -0.20877  -4.34866
H  8.07430  -1.59385  -5.04275
H  6.33927  -1.39275  -5.29181
H  7.04028  -3.14358  -3.56878
H  5.30540  -2.76336  -2.03555
H  4.72077  -2.13116  -3.57144
H  4.28991  0.02819  -3.79620
H  5.74966  0.88405  -3.22219
H  4.24070  1.01973  -2.32531
H  7.79724  -2.35472  -1.49889
H  7.65641  -0.81761  -1.93747
C  -1.86036  7.91059  -3.67838
C  -2.22408  6.60198  -2.98428
C  -3.66844  6.55695  -2.46221
O  -3.89288  7.28887  -1.27390
C  -4.12149  8.67454  -1.44729
N  -1.24485  6.33703  -1.92604
H  -1.69390  8.71734  -2.96498
H  -0.93838  7.78932  -4.24631
H  -2.64453  8.22161  -4.37170
H  -2.13451  5.80300  -3.72682
H  -3.90355  5.51882  -2.20885
H  -4.37963  6.86576  -3.24023
H  -4.67179  8.87806  -2.37059
H  -3.18570  9.23863  -1.44749
H  -4.71906  9.01625  -0.60254
H  -1.43455  5.41855  -1.53573
H  -1.44244  6.97662  -1.16075
C  7.99774  -0.86779  5.34041
C  7.33983  0.23961  4.52260
C  8.19690  1.50826  4.40088
O  8.21664  2.32221  5.55601
C  9.13711  1.93400  6.55708
N  6.01203  0.51643  5.07600
H  7.95680  -0.66202  6.40961
H  7.48020  -1.81265  5.17556
H  9.04372  -1.00285  5.05636
H  7.20277  -0.14452  3.50628
H  7.76398  2.13301  3.61493
H  9.22212  1.26485  4.08966
H  10.04982  1.51511  6.12295
H  8.69667  1.21189  7.24905
H  9.39907  2.82625  7.12522
H  5.52887  1.17584  4.46835
H  6.14313  1.02624  5.94554
C  -2.77682  -5.92275  -6.20188
C  -3.01488  -4.96901  -5.03513
C  -1.73535  -4.35200  -4.45914
O  -0.97745  -5.22427  -3.63562
C  -0.11013  -6.10571  -4.32171
N  -3.79893  -5.66328  -4.00819
H  -2.38903  -6.88565  -5.86938
H  -3.71304  -6.11736  -6.72452
H  -2.07232  -5.49847  -6.92003
H  -3.61915  -4.13813  -5.41034
H  -2.03130  -3.52454  -3.81632
H  -1.10332  -3.93191  -5.25314
H  0.30747  -5.63990  -5.21913
H  -0.61517  -7.03569  -4.59493
H  0.70807  -6.35505  -3.64576
H  -4.04526  -5.00013  -3.27871
H  -3.18160  -6.32392  -3.54354

lowest unoccupied orbital energy: -0.837 eV
electronic energy: -3843.09183 a.u.
F_max: 1.434 eV Å⁻¹
charge: 0
E_HOMO: -0.3304 Eh



No. 2
The following is a quantum chemistry calculation of a structure of composition C42H87Br2N26O17P at a distorted geometry, from the OMol25 dataset.

Element x y z (Å)
C  2.24908  5.54248  -0.36490
C  1.57586  4.65091  -1.41174
O  0.17537  4.53077  -1.23420
C  -0.35495  3.63321  -2.19823
C  -0.74434  2.30219  -1.57147
O  -2.08888  2.27172  -1.10144
C  -2.95912  1.75989  -2.09220
C  -3.01135  0.22948  -2.07278
C  -2.24794  -0.33807  -1.06843
C  -2.14265  -1.70436  -0.92817
C  -2.85329  -2.50528  -1.82771
C  -3.62427  -1.96541  -2.85984
P  -4.33405  -3.32253  -3.91737
C  -5.98216  -3.77047  -3.15783
C  -4.77045  -2.75886  -5.62892
C  -4.71091  -4.03575  -6.51613
C  -3.74590  -0.54575  -2.98715
C  -4.62941  0.00936  -4.07924
Br  -6.47409  -0.63886  -3.70569
C  -4.77664  1.54137  -4.30238
C  -5.39233  1.72487  -5.72998
Br  -6.12759  2.33253  -3.08800
C  -2.70922  -3.97710  -1.57126
O  -3.58500  -4.78744  -1.58932
C  -1.32280  -4.40927  -1.14779
C  -0.63455  -3.64322  -0.31079
C  0.74056  -4.01834  0.21463
C  1.89477  -3.48196  -0.62926
C  1.93343  -3.78489  -1.99447
C  2.97913  -3.34562  -2.78005
C  4.01907  -2.60912  -2.22392
C  3.96409  -2.29489  -0.87594
C  2.91277  -2.72954  -0.05635
C  2.98192  -2.32462  1.39816
C  -1.27574  -2.34158  0.12727
O  -1.14227  -1.87057  1.21985
H  2.47556  6.54374  -0.72727
H  1.68781  5.63336  0.56412
H  3.21634  5.10433  -0.11191
H  1.85012  5.03382  -2.39950
H  1.99628  3.64163  -1.30463
H  -1.16525  4.08653  -2.77487
H  0.44219  3.41926  -2.91724
H  -0.05587  2.10796  -0.74401
H  -0.57589  1.49124  -2.27988
H  -2.53175  2.04411  -3.05946
H  -3.91854  2.23873  -1.92474
H  -1.70495  0.26381  -0.36133
H  -6.23016  -3.13991  -2.31000
H  -6.01350  -4.83058  -2.92477
H  -6.75634  -3.60669  -3.91434
H  -5.77843  -2.36386  -5.74573
H  -4.02275  -2.09013  -6.05754
H  -5.33656  -4.83540  -6.12609
H  -3.68524  -4.38855  -6.61864
H  -5.01909  -3.75469  -7.52457
H  -4.28300  -0.38040  -5.03065
H  -3.86852  2.12572  -4.31028
H  -4.90288  2.53400  -6.26909
H  -5.36108  0.80712  -6.31508
H  -6.43935  2.00569  -5.65826
H  -0.92243  -5.35232  -1.49237
H  0.81042  -5.10542  0.19969
H  0.83085  -3.64280  1.23065
H  1.12271  -4.37606  -2.39238
H  3.00532  -3.58326  -3.83298
H  4.86145  -2.26322  -2.80577
H  4.76513  -1.72643  -0.42571
H  3.99341  -2.06189  1.69116
H  2.33009  -1.46838  1.56806
H  2.60542  -3.09661  2.06692
C  -7.72056  6.05198  -0.64011
O  -8.31114  7.08995  -0.39976
N  -7.72634  5.47166  -1.87850
N  -7.00050  5.37904  0.30949
H  -7.24677  4.61841  -2.09398
H  -8.24297  5.93694  -2.59956
H  -6.97389  5.77576  1.22881
H  -6.50714  4.52526  0.13236
C  0.41493  1.96120  1.85644
O  0.55353  3.10056  2.28626
N  -0.79276  1.36187  1.71159
N  1.45847  1.15846  1.47342
H  -0.89010  0.42433  1.36542
H  -1.61189  1.88165  1.96592
H  2.38781  1.52569  1.55422
H  1.33117  0.22961  1.12026
C  1.36663  7.11683  2.54666
O  2.36485  7.52596  1.96909
N  1.14456  5.79391  2.78781
N  0.38851  7.96250  2.99472
H  0.33220  5.43824  3.25284
H  1.83204  5.14461  2.46715
H  0.51977  8.94189  2.83137
H  -0.43815  7.65379  3.46751
C  0.72045  -1.98579  4.95478
O  0.03115  -2.99936  4.88076
N  1.49096  -1.70286  6.03025
N  0.76656  -1.05609  3.94935
H  2.04257  -0.86431  6.09108
H  1.49463  -2.36469  6.79008
H  0.20621  -1.22828  3.13393
H  1.33092  -0.22580  3.99274
C  -3.21235  -5.50486  6.47532
O  -4.06553  -6.37683  6.59317
N  -2.97459  -4.57973  7.45423
N  -2.43136  -5.37165  5.37275
H  -2.28269  -3.85508  7.37377
H  -3.53346  -4.63719  8.28368
H  -2.57136  -6.02006  4.62319
H  -1.72929  -4.65712  5.27551
C  3.20533  2.16308  6.02600
O  2.58720  1.10498  6.00755
N  4.04698  2.49864  7.03936
N  3.10621  3.09554  5.04403
H  4.56427  3.36006  7.06600
H  4.15102  1.84089  7.78742
H  2.49150  2.89787  4.27260
H  3.61160  3.96458  5.06178
C  0.42019  -3.13999  9.81557
O  0.69673  -3.05662  8.63069
N  1.11791  -2.46964  10.78004
N  -0.61007  -3.91338  10.27115
H  0.90846  -2.52436  11.75764
H  1.87979  -1.89408  10.47673
H  -1.13773  -4.42336  9.58731
H  -0.85591  -3.99890  11.23805
C  6.01263  5.63929  4.25726
O  6.00206  5.07279  5.34268
N  5.26959  5.20260  3.19945
N  6.76740  6.75004  4.02396
H  5.25584  5.64658  2.30099
H  4.70881  4.38573  3.34316
H  7.32273  7.09409  4.78360
H  6.79001  7.23160  3.14641
C  4.95085  5.91402  -3.82238
O  4.67635  5.25116  -2.83780
N  4.45973  5.61896  -5.06559
N  5.77035  7.00729  -3.76556
H  4.67019  6.15019  -5.88801
H  3.85367  4.82463  -5.14103
H  6.14505  7.25123  -2.86891
H  6.00811  7.56703  -4.56109
C  1.77467  0.20661  -3.45274
O  0.85472  0.78587  -4.03016
N  1.58945  -0.53880  -2.33277
N  3.05935  0.26283  -3.90126
H  2.35094  -1.02256  -1.86965
H  0.65587  -0.61299  -1.97235
H  3.23479  0.80378  -4.72662
H  3.82569  -0.20485  -3.45102
C  6.25033  -1.22084  -5.49357
O  6.16643  -1.73562  -4.38672
N  5.49912  -1.63890  -6.55278
N  7.10172  -0.18676  -5.75301
H  5.55035  -1.23242  -7.46691
H  4.86332  -2.39676  -6.39350
H  7.66724  0.14288  -4.99385
H  7.18816  0.25061  -6.64979
C  -3.74257  -10.61350  5.67460
O  -3.96819  -11.81133  5.74934
N  -2.63467  -10.11637  5.03943
N  -4.56370  -9.66951  6.21227
H  -2.42921  -9.13864  4.96904
H  -2.00503  -10.77928  4.63121
H  -5.38334  -9.99395  6.68688
H  -4.38873  -8.67930  6.15817
C  0.70915  -1.57441  -7.63043
O  0.76151  -1.77188  -8.83321
N  0.11127  -0.47709  -7.08493
N  1.25010  -2.44404  -6.71897
H  0.06580  -0.30442  -6.09554
H  -0.29753  0.18426  -7.71604
H  1.69534  -3.26534  -7.08016
H  1.21802  -2.29989  -5.72639

lowest unoccupied orbital energy: -1.147 eV
electronic energy: -9845.22240 a.u.
F_max: 2.316 eV Å⁻¹
charge: 0
E_HOMO: -0.3047 Eh



No. 3
The following is a quantum chemistry calculation of a cluster of 7 separate species, C42H87Br2N8O9S in total at a distorted geometry, from the OMol25 dataset.

Element x y z (Å)
C  0.14266  -8.27004  -1.03652
C  0.26258  -6.85339  -1.15395
C  0.51303  -5.22826  -1.46845
C  -0.51894  -4.42377  -0.49448
O  -0.88390  -5.16676  0.75731
N  -0.14611  -2.96764  -0.22937
O  -0.19508  -2.38560  -1.43936
C  -1.42981  -1.61336  -1.64460
C  -2.12036  -1.02473  -0.27950
C  -3.38941  -1.95664  0.26261
C  1.24067  -3.00286  0.36352
C  1.64435  -1.49836  0.91178
C  2.10468  -0.43289  -0.23179
C  3.76353  -0.24811  -0.34290
C  4.48162  0.06101  1.09777
C  3.74548  1.20585  2.01179
C  3.12820  0.64980  3.43694
C  4.17372  -0.27431  4.30951
C  3.48480  -1.73739  4.73367
C  3.07876  -1.81268  6.33202
C  2.31163  -3.24397  6.72242
C  3.35213  -4.40809  7.25297
O  3.78739  -5.26283  6.10053
C  5.21923  -5.61146  6.24859
C  2.38565  -3.73475  -0.54596
S  3.72568  -4.26884  0.71422
N  1.97693  -4.98055  -1.27336
C  2.64403  -5.17135  -2.64493
Br  4.59277  -5.60400  -2.55939
C  2.38600  -3.95246  -3.70288
C  3.73587  -3.27164  -4.33648
Br  1.23415  -4.58140  -5.26391
H  0.00612  -9.44171  -1.16079
H  0.11518  -5.08579  -2.57659
H  -1.55107  -4.36297  -1.09413
H  -0.05965  -5.46567  1.24068
H  -1.29857  -0.72421  -2.42997
H  -2.23505  -2.33624  -2.14235
H  -2.61937  0.01632  -0.58309
H  -1.36279  -0.76842  0.58204
H  -4.24415  -1.23564  0.64746
H  -3.87946  -2.59431  -0.61888
H  -3.09390  -2.63942  1.18332
H  1.15429  -3.66204  1.35704
H  0.65442  -1.05877  1.41376
H  2.39958  -1.65939  1.79448
H  1.74756  -0.65737  -1.32153
H  1.68676  0.65128  0.03702
H  4.27173  -1.23100  -0.78990
H  4.06845  0.62212  -1.07435
H  4.59406  -0.99417  1.64469
H  5.60248  0.42615  0.92490
H  4.56711  2.03365  2.26468
H  2.87455  1.78186  1.47338
H  2.10835  0.07505  3.30599
H  2.88584  1.60693  4.08514
H  4.41966  0.24944  5.35085
H  5.19218  -0.49541  3.77340
H  4.23391  -2.63870  4.53670
H  2.48927  -1.93495  4.10515
H  2.31259  -0.96141  6.65535
H  4.02043  -1.76366  7.03981
H  1.52601  -3.08240  7.60477
H  1.72363  -3.70860  5.81853
H  4.29084  -3.95431  7.81243
H  2.84902  -5.14798  8.03675
H  5.82983  -4.72249  5.76445
H  5.49339  -6.63113  5.73615
H  5.57744  -5.67467  7.37507
H  2.91690  -2.91164  -1.18910
H  4.74551  -3.30479  0.74684
H  2.34368  -5.79970  -0.69842
H  2.11158  -6.13351  -3.11036
H  1.73222  -3.09648  -3.18849
H  4.44151  -2.76370  -3.55318
H  4.29915  -4.02584  -5.06619
H  3.35900  -2.39265  -5.05060
C  -3.65475  2.31674  -1.46339
O  -3.37764  1.75892  -0.40957
N  -3.40194  3.63969  -1.75900
C  -3.76172  4.22643  -3.03283
C  -2.75565  4.47025  -0.76412
H  -4.14855  1.77714  -2.28879
H  -2.85596  4.60147  -3.51793
H  -4.45464  5.05453  -2.85773
H  -4.23973  3.49038  -3.68516
H  -1.78160  4.03752  -0.51734
H  -3.37227  4.48825  0.13960
H  -2.62197  5.48854  -1.13902
C  -4.91449  7.69578  -2.82926
O  -3.94343  7.33253  -3.48009
N  -6.08638  8.19893  -3.35367
C  -7.19266  8.60792  -2.51390
C  -6.21622  8.32278  -4.79073
H  -4.92205  7.64442  -1.72763
H  -8.07290  8.01297  -2.77391
H  -7.39928  9.66720  -2.69215
H  -6.95989  8.46085  -1.45561
H  -6.09618  7.33500  -5.24551
H  -5.42587  8.98091  -5.16417
H  -7.19386  8.73406  -5.05606
C  -3.99902  10.34733  0.97070
O  -4.53516  10.73830  -0.05799
N  -2.86373  9.56726  1.03464
C  -2.28959  9.14496  2.29494
C  -2.22388  9.15642  -0.19789
H  -4.40364  10.60229  1.96446
H  -1.26657  9.52600  2.36292
H  -2.27764  8.05171  2.32953
H  -2.87078  9.52438  3.13996
H  -1.93154  10.04740  -0.76147
H  -2.93760  8.58054  -0.79472
H  -1.34096  8.54612  0.01022
C  -4.70527  -8.33372  -4.64480
O  -5.51481  -9.04725  -5.22272
N  -4.18482  -8.56823  -3.38956
C  -3.22829  -7.67310  -2.77301
C  -4.60770  -9.74767  -2.66333
H  -4.31682  -7.41093  -5.10723
H  -2.30802  -8.22688  -2.56610
H  -3.64913  -7.29653  -1.83619
H  -2.99915  -6.82841  -3.42861
H  -4.35799  -10.63615  -3.25086
H  -5.69243  -9.71047  -2.52467
H  -4.11354  -9.79929  -1.68944
C  7.97901  -3.45893  -4.98178
O  8.69496  -2.70752  -4.33270
N  7.78051  -3.39577  -6.34490
C  6.91491  -4.32460  -7.04085
C  8.45920  -2.36768  -7.10630
H  7.41627  -4.27678  -4.50145
H  7.50330  -4.86395  -7.78870
H  6.11791  -3.76227  -7.53595
H  6.46952  -5.04367  -6.34777
H  9.53936  -2.48278  -6.97609
H  8.16094  -1.38659  -6.72454
H  8.20609  -2.44246  -8.16728
C  -3.68942  7.42788  5.11476
O  -2.56691  7.66459  4.68762
N  -4.17324  7.81017  6.34815
C  -5.51741  7.49035  6.78090
C  -3.31010  8.55580  7.24053
H  -4.42717  6.86681  4.51710
H  -6.05381  8.42123  6.98614
H  -5.46172  6.88945  7.69323
H  -6.05564  6.92782  6.01300
H  -3.00601  9.48436  6.74836
H  -2.41684  7.96025  7.45185
H  -3.82818  8.78690  8.17515

lowest unoccupied orbital energy: -2.812 eV
electronic energy: -8313.05429 a.u.
F_max: 10.335 eV Å⁻¹
charge: +1
E_HOMO: -0.3711 Eh



It is found that the HOMO-LUMO gap values, taken in the order of the records, are 8.154; 7.145; 7.286 eV.